Below is C6H10O as an isolated structure, with properties calculated with the ωB97M-V functional and the def2-TZVPD basis.

ORCA input file:
```
! RIJCOSX wB97M-V def2-TZVPD def2/J DEFGRID3
* xyz 0 1
C 0.794 -1.253 0.313
H 1.364 1.698 0.102
O -0.141 -0.277 -1.723
H 0.164 -2.140 0.150
H -1.322 1.378 -1.093
H -1.845 0.706 1.567
C -1.389 -0.178 1.111
H 0.535 0.214 1.967
C 0.671 0.896 -0.167
C 0.115 -0.027 0.981
H 0.091 1.749 -2.125
H 1.944 -0.507 -1.537
C -0.290 1.098 -1.327
C 1.051 -0.397 -0.916
H -1.598 -1.054 1.736
H -1.859 -0.363 0.139
H 1.717 -1.542 0.823
*
```

Output
* max |F|: 0.392 eV Å⁻¹
* molecular weight: 98.1 g/mol
* relative energy (zero: lowest compared OMol25 entry of this formula, charge and spin): 1.5392 eV
* electronic energy: -309.78580 Ha